# 1
Entry from the OMol25 dataset: 2 unconnected molecules or ions with the total composition C3H11N2 (wB97M-V/def2-TZVPD).

Structure (XYZ):
```
16
Properties=species:S:1:pos:R:3:forces:R:3:lowdin_charge:R:1
C -0.15632 1.72250 1.32192 0.8 -0.9 -1.3 0.005
N -1.05594 0.69377 0.65963 0.4 -0.3 2.2 0.125
H -0.68960 2.47330 1.88544 -0.2 0.0 -0.1 0.101
H 0.41397 2.12056 0.48407 0.0 0.5 0.3 0.098
H 0.55483 1.15733 1.91549 -0.1 0.1 0.4 0.100
H -0.50074 -0.13184 0.33593 -0.1 0.9 -0.5 0.085
H -1.60954 0.25776 1.40103 -0.6 0.3 -0.2 0.168
H -1.64640 1.11646 -0.04526 -0.1 -0.4 -0.3 0.154
C 1.48600 -1.31128 -0.33030 -0.2 -0.5 0.3 0.001
C 0.31991 -1.60630 -0.92549 0.9 1.4 1.6 -0.280
N -0.42715 -0.64066 -1.65511 0.3 -1.2 -0.9 0.004
H 2.12845 -0.46131 -0.52804 -0.3 0.2 -0.2 0.068
H 1.86039 -1.99704 0.41934 0.1 -0.1 -0.2 0.064
H -0.17871 -2.48749 -0.54702 -0.4 -0.2 -0.6 0.115
H 0.15018 0.17237 -1.84638 0.1 -0.1 -0.2 0.092
H -0.64933 -1.07812 -2.54526 -0.5 0.4 -0.1 0.102
```
Forces are in eV/Å.

Energy relative to the best compared isomer or geometry (same formula, charge and spin) = 1.402 eV
Gap between HOMO and LUMO = 9.98 eV
Net charge = +1
HOMO level = -13.383 eV

# 2
Entry from the OMol25 dataset: 2 unconnected molecules or ions with the total composition NO4 (wB97M-V/def2-TZVPD).

Structure (XYZ):
```
5
Properties=species:S:1:pos:R:3:forces:R:3:lowdin_charge:R:1
N -0.58705 -1.32553 -0.22364 0.2 1.0 -0.3 -0.067
O -0.34083 -2.06092 0.65849 -0.2 -1.4 0.5 0.091
O 0.05475 -0.23037 0.23696 -0.6 -2.1 0.3 -0.027
O 0.70612 1.61778 0.25472 -2.7 4.1 -7.2 -0.017
O 0.16701 1.99903 -0.92652 3.2 -1.6 6.7 0.020
```
Forces are in eV/Å.

Energy relative to the best compared isomer or geometry (same formula, charge and spin) = 0.000 eV
Gap between HOMO and LUMO (spin up / spin down) = 8.69 / 10.05 eV
Spin multiplicity = 2
<S²> = 1.706
HOMO level (spin up / spin down) = -11.384 / -11.827 eV

# 3
Entry from the OMol25 dataset: 3 unconnected molecules or ions with the total composition C18H30F2INOPSi (wB97M-V/def2-TZVPD).

Structure (XYZ):
```
55
Properties=species:S:1:pos:R:3:forces:R:3:lowdin_charge:R:1
C 2.73596 1.04758 0.04988 -0.2 0.4 -0.1 -0.166
Si 2.90553 -0.69351 -0.54645 0.4 0.0 0.2 0.319
C 3.84140 -1.65940 0.74847 0.3 -0.1 0.2 -0.170
C 3.85866 -0.75292 -2.14071 0.3 0.1 -0.4 -0.160
O 1.50298 -1.42134 -0.88363 -0.8 -0.3 -0.4 -0.253
C 0.62568 -2.17703 -0.04903 0.5 -0.1 0.3 -0.317
C -0.81504 -1.74555 -0.17470 -0.3 -0.2 0.3 -0.424
P -1.17257 0.10335 0.11819 1.2 0.2 1.0 0.372
I -3.38209 -0.15404 -1.67983 -0.6 0.0 -0.5 -0.087
C -1.68488 1.92064 0.35364 -0.1 0.1 0.1 -0.577
N -0.88011 2.77941 -0.50401 0.1 -0.1 -0.1 -0.077
H 1.84529 1.52915 -0.37326 0.1 0.0 0.0 0.018
H 3.61643 1.62287 -0.26120 -0.1 0.0 0.2 0.026
H 2.63986 1.09905 1.13809 0.0 0.0 -0.1 0.030
H 4.82944 -1.19693 0.88304 -0.1 -0.1 0.0 0.030
H 3.34077 -1.64286 1.72291 0.0 0.0 -0.1 0.028
H 3.99890 -2.70192 0.45433 0.0 0.1 0.0 0.029
H 4.63256 0.02469 -2.16498 0.0 -0.2 0.0 0.026
H 4.34291 -1.72618 -2.27807 0.0 0.1 0.0 0.021
H 3.20014 -0.59398 -2.99999 0.0 0.0 0.1 0.035
H 0.76499 -3.22906 -0.34374 -0.2 0.1 0.1 0.099
H 0.98551 -2.11965 0.98773 -0.2 0.2 0.0 0.100
H -1.22886 -2.07652 -1.12479 0.0 0.2 -0.1 -0.008
H -1.38694 -2.23607 0.62736 0.1 -0.1 -0.2 0.069
H -0.43102 0.46417 -1.06314 -0.1 0.0 -0.2 -0.031
H -0.04335 0.23917 1.02697 -0.2 0.0 -0.2 0.009
H -2.11862 -0.23488 1.17195 -0.1 0.0 -0.1 -0.033
H -2.76612 1.99633 0.17289 0.1 0.0 0.1 -0.006
H -1.47332 2.15101 1.40528 0.0 -0.1 -0.1 0.052
H -1.09940 2.53400 -1.46375 0.1 0.0 -0.1 0.035
H -1.12109 3.75422 -0.39398 -0.1 0.1 0.1 0.026
F -1.32367 -3.79211 -2.82409 -0.2 -0.1 -0.1 0.066
C -0.21965 -4.55001 -2.85210 0.1 0.2 0.0 -0.283
C 1.00575 -3.91069 -2.82117 0.0 -0.1 -0.1 -0.016
C 2.14849 -4.69480 -2.84060 0.1 0.1 0.0 -0.077
C 2.06032 -6.07978 -2.88893 -0.1 0.0 0.0 -0.108
C 0.81273 -6.68661 -2.91408 0.0 -0.1 0.0 -0.101
C -0.34649 -5.92436 -2.89389 0.0 0.1 0.0 -0.018
H 1.03951 -2.82980 -2.76490 0.1 0.0 0.0 0.116
H 3.11746 -4.21305 -2.80919 0.0 0.0 0.0 0.099
H 2.95838 -6.68255 -2.90066 0.0 0.0 0.0 0.093
H 0.73554 -7.76615 -2.94626 0.0 0.0 0.0 0.097
H -1.33229 -6.36774 -2.90629 0.0 0.0 0.0 0.115
F -1.74776 4.91552 1.54456 0.0 0.1 0.1 0.057
C -2.57333 5.32284 2.52486 0.1 -0.1 -0.2 -0.281
C -3.93383 5.26013 2.30278 0.0 0.0 0.1 -0.006
C -4.77720 5.68090 3.31952 -0.1 0.0 0.0 -0.087
C -4.26310 6.14722 4.52127 0.0 0.0 0.0 -0.107
C -2.88916 6.18892 4.70970 0.1 0.0 0.1 -0.094
C -2.02439 5.77337 3.70783 -0.1 0.0 0.0 -0.016
H -4.30226 4.87450 1.36266 0.0 0.0 0.0 0.123
H -5.84795 5.63313 3.16948 0.0 0.0 0.0 0.103
H -4.92976 6.46836 5.30985 0.0 0.0 0.0 0.095
H -2.48064 6.54355 5.64728 0.0 0.0 0.0 0.100
H -0.95029 5.78543 3.82692 0.0 0.0 0.0 0.117
```
Forces are in eV/Å.

Gap between HOMO and LUMO = 6.82 eV
Net charge = -1
HOMO level = -4.183 eV

# 4
Entry from the OMol25 dataset: C4H6OSSi in the gas phase (wB97M-V/def2-TZVPD).

Structure (XYZ):
```
13
Properties=species:S:1:pos:R:3:forces:R:3:lowdin_charge:R:1
C -0.32732 2.74977 0.94964 0.5 -3.0 -0.1 0.008
C -0.07342 1.50345 0.62269 1.7 -1.4 -1.2 -0.140
C 0.86970 0.12412 0.65951 -2.0 3.4 2.3 -0.825
C -1.11410 2.23726 -0.18011 0.7 -0.6 0.7 -0.125
O 0.53370 -0.88467 -0.09150 -0.8 0.8 -0.2 -0.328
Si 1.22468 -2.41205 -0.27693 0.5 -0.1 -0.3 0.634
S 1.90338 0.16947 1.91457 0.5 -0.6 -0.4 0.707
H -0.36556 3.62552 1.48386 0.6 1.5 1.4 0.078
H -2.10171 1.99738 0.03813 -1.9 -0.4 -0.2 0.061
H -0.86899 2.71261 -1.07360 0.0 0.3 -1.9 0.064
H 0.91978 -2.45850 -1.78872 0.2 -0.7 1.2 -0.029
H 2.66061 -2.18222 0.01552 -0.1 -0.3 -0.2 -0.066
H 0.72013 -3.49744 0.71441 0.1 1.0 -1.0 -0.038
```
Forces are in eV/Å.

Energy relative to the best compared isomer or geometry (same formula, charge and spin) = 0.000 eV
Gap between HOMO and LUMO = 8.52 eV
SMILES = [SiH3]OC(=S)C1=CC1
HOMO level = -8.718 eV

# 5
Entry from the OMol25 dataset: 2 unconnected molecules or ions with the total composition C2H8NOS (wB97M-V/def2-TZVPD).

Structure (XYZ):
```
13
Properties=species:S:1:pos:R:3:forces:R:3:lowdin_charge:R:1
C 1.61295 -1.61319 0.04999 0.7 -0.7 0.0 -0.710
S 2.06718 0.01924 -0.64615 -0.8 0.0 -0.2 0.128
H 2.51248 -2.19688 -0.17624 0.0 -0.2 0.8 -0.037
H 1.38537 -1.54014 1.11601 0.5 -0.1 0.1 -0.018
H 0.83469 -2.30177 -0.31491 -0.4 0.8 -0.7 0.001
N -0.72780 1.79661 0.67119 0.7 -0.8 -0.4 -0.016
C -1.66035 0.92306 -0.05443 0.3 -0.7 0.2 -0.391
O -1.14174 0.25402 -1.18238 0.1 0.0 -0.2 -0.148
H 0.07678 1.91949 0.04278 -0.4 0.5 -0.3 0.013
H -0.21983 1.16717 1.29443 -0.3 0.1 0.4 0.035
H -2.00824 0.15868 0.66606 -0.2 0.4 0.0 0.098
H -2.51598 1.48039 -0.43513 0.0 0.1 0.1 0.089
H -0.21550 -0.06667 -1.03121 -0.2 0.5 0.1 -0.043
```
Forces are in eV/Å.

Energy relative to the best compared isomer or geometry (same formula, charge and spin) = 0.782 eV
Gap between HOMO and LUMO = 6.98 eV
Net charge = -1
HOMO level = -2.795 eV

Please write out number 4 again, unchanged.
Entry from the OMol25 dataset: C4H6OSSi in the gas phase (wB97M-V/def2-TZVPD).

Structure (XYZ):
```
13
Properties=species:S:1:pos:R:3:forces:R:3:lowdin_charge:R:1
C -0.32732 2.74977 0.94964 0.5 -3.0 -0.1 0.008
C -0.07342 1.50345 0.62269 1.7 -1.4 -1.2 -0.140
C 0.86970 0.12412 0.65951 -2.0 3.4 2.3 -0.825
C -1.11410 2.23726 -0.18011 0.7 -0.6 0.7 -0.125
O 0.53370 -0.88467 -0.09150 -0.8 0.8 -0.2 -0.328
Si 1.22468 -2.41205 -0.27693 0.5 -0.1 -0.3 0.634
S 1.90338 0.16947 1.91457 0.5 -0.6 -0.4 0.707
H -0.36556 3.62552 1.48386 0.6 1.5 1.4 0.078
H -2.10171 1.99738 0.03813 -1.9 -0.4 -0.2 0.061
H -0.86899 2.71261 -1.07360 0.0 0.3 -1.9 0.064
H 0.91978 -2.45850 -1.78872 0.2 -0.7 1.2 -0.029
H 2.66061 -2.18222 0.01552 -0.1 -0.3 -0.2 -0.066
H 0.72013 -3.49744 0.71441 0.1 1.0 -1.0 -0.038
```
Forces are in eV/Å.

Energy relative to the best compared isomer or geometry (same formula, charge and spin) = 0.000 eV
Gap between HOMO and LUMO = 8.52 eV
SMILES = [SiH3]OC(=S)C1=CC1
HOMO level = -8.718 eV